1.
The following is a DFT calculation (wB97M-V/def2-TZVPD) of the molecule C17H18N2O5S.

```
! RIJCOSX wB97M-V def2-TZVPD def2/J DEFGRID3
* xyz 0 1
C -3.2963 -1.5459 -0.0753
C -2.4298 -1.4476 -1.3234
H -2.6242 -0.5178 -1.8620
H -2.6147 -2.3069 -1.9761
O -1.0371 -1.3902 -1.0104
C -0.4621 -2.4969 -0.5216
O -1.0433 -3.5337 -0.3213
C 0.9747 -2.2581 -0.2269
C 1.6918 -1.3088 -0.9435
C 3.0107 -1.0364 -0.6050
C 3.6084 -1.7113 0.4549
C 2.8963 -2.6744 1.1483
C 1.5843 -2.9567 0.8105
H 1.0144 -3.7000 1.3463
H 3.3681 -3.2049 1.9613
H 4.6208 -1.4575 0.7229
N 3.7392 -0.0345 -1.2662
H 3.3772 0.1962 -2.1814
S 3.8750 1.3946 -0.3650
O 4.3530 2.3893 -1.2744
O 4.6164 1.1112 0.8226
C 2.1578 1.6805 0.0430
C 1.3089 2.1579 -0.9371
C -0.0506 2.2264 -0.7001
C -0.5576 1.8116 0.5317
C 0.3152 1.3421 1.5162
C 1.6711 1.2655 1.2671
H 2.3633 0.8929 2.0049
H -0.0749 1.0271 2.4735
N -1.9155 1.8710 0.8372
C -2.9755 2.0870 -0.0070
O -2.8750 2.2205 -1.2021
C -4.2945 2.1416 0.7322
H -4.4595 1.2302 1.3024
H -4.2979 2.9880 1.4163
H -5.0994 2.2639 0.0137
H -2.1369 1.6977 1.8085
H -0.7237 2.5874 -1.4593
H 1.7260 2.4843 -1.8773
H 1.2162 -0.7801 -1.7562
H -4.3400 -1.4256 -0.3505
H -3.1623 -2.5141 0.3999
H -3.0179 -0.7657 0.6290
*
```

Computed properties:
HOMO   -9.18 eV
Energy   -41974.968 eV
HOMO-LUMO gap   9.563 eV
SMILES   CCOC(=O)c1cccc(NS(=O)(=O)c2ccc(NC(C)=O)cc2)c1
LUMO level   0.38 eV
Energy relative to the best compared isomer or geometry (same formula, charge and spin)   0.344 eV

Results of the Löwdin charge analysis, in e, for atoms 1 through 4: -0.0563, -0.1954, 0.1170, 0.1280

***

2.
The following is a DFT calculation (wB97M-V/def2-TZVPD) of a cluster of 10 separate species, C6H33O10 in total.

```
! RIJCOSX wB97M-V def2-TZVPD def2/J DEFGRID3
* xyz 1 1
O 0.3495 -1.2208 1.1892
H 0.6607 -1.6423 0.3409
H -0.0673 -0.3152 1.0865
H 1.0066 -1.2556 1.9546
O -0.5367 1.2360 1.6331
H -0.4952 2.1291 1.2597
H -1.3542 1.2168 2.1564
O 3.8815 0.6044 3.0705
H 4.8325 0.5242 2.9245
H 3.5176 -0.2803 2.9167
O 1.9855 2.4465 2.3467
H 1.2161 1.8664 2.2835
H 2.7371 1.8480 2.5572
O 1.9835 -1.5625 3.2594
H 2.1761 -1.1859 4.1329
H 2.3361 -2.4648 3.2896
O -1.9487 -3.2573 0.7343
H -2.1763 -4.0898 0.3004
H -1.2063 -3.4801 1.3078
O -2.3724 -0.9276 2.6083
H -2.7679 -1.7225 2.2197
H -2.2889 -1.1284 3.5482
O 1.3662 -2.5903 -0.9064
H 2.0573 -2.3491 -1.5335
H 0.9324 -3.3594 -1.2985
C 3.4736 1.9562 -1.7614
C 2.1538 1.6015 -1.1150
C 1.0204 1.4734 -2.1550
O 2.2560 0.3402 -0.4312
H 4.2743 2.0800 -1.0350
H 3.3252 2.9071 -2.2797
H 3.7709 1.2430 -2.5349
H 1.8282 2.3554 -0.3986
H 1.1468 0.4779 -2.5940
H 1.0747 2.2228 -2.9440
H 0.0142 1.5023 -1.7376
H 2.7369 -0.2579 -1.0092
C -2.7784 -0.3620 -1.1099
C -3.2758 0.2285 -2.4560
C -4.7835 0.4096 -2.4416
O -2.5709 1.4876 -2.5549
H -1.6887 -0.3642 -1.1065
H -3.1122 -1.4021 -1.0331
H -3.1410 0.2110 -0.2568
H -2.9916 -0.3793 -3.3131
H -5.1942 0.7024 -3.4079
H -5.1458 1.0766 -1.6563
H -5.2779 -0.5448 -2.2288
H -2.9397 1.9951 -1.8212
*
```

Computed properties:
HOMO   -12.29 eV
Energy   -27226.546 eV
HOMO-LUMO gap   9.135 eV
LUMO level   -3.15 eV
Energy relative to the best compared isomer or geometry (same formula, charge and spin)   0.000 eV

Results of the Löwdin charge analysis, in e, for atoms 1 through 4: 0.1746, 0.0887, 0.0969, 0.1035

***

3.
The following is a DFT calculation (wB97M-V/def2-TZVPD) of a cluster of 2 separate species, C5H12N2O2 in total.

```
! RIJCOSX wB97M-V def2-TZVPD def2/J DEFGRID3
* xyz 1 2
O 0.5876 -3.0289 -1.4493
C -0.2972 -2.9435 -0.6410
C -1.1471 -1.6062 -0.6514
C -0.2077 -0.4830 -1.2225
C -0.2124 0.7809 -0.4587
C 0.8700 1.6017 -0.6959
N 1.0220 2.8518 -0.1263
N -1.6886 -1.2235 0.6662
H -0.2803 -3.6011 0.2367
H -1.9823 -1.7320 -1.3346
H -0.4654 -0.3595 -2.2866
H 0.8265 -0.8435 -1.1886
H -1.1827 1.0975 -0.0878
H 1.8297 1.1900 -0.9552
H 1.2839 3.4695 -0.9141
H 0.2084 3.1614 0.4046
H -1.0242 -1.4585 1.3936
H -2.5570 -1.6779 0.9100
H 0.9727 1.0579 3.1318
H 1.6920 2.1521 2.2435
O 1.7519 1.5948 3.0254
*
```

Computed properties:
HOMO (alpha / beta)   -13.18 / -13.17 eV
⟨S²⟩   0.76
Energy   -12444.759 eV
HOMO-LUMO gap (alpha / beta)   8.693 / 5.232 eV
LUMO level (alpha / beta)   -4.49 / -7.94 eV
Energy relative to the best compared isomer or geometry (same formula, charge and spin)   1.994 eV

Results of the Löwdin charge analysis, in e, for atoms 1 through 4: 0.0652, -0.1677, -0.2903, -0.1192

***

4.
The following is a DFT calculation (wB97M-V/def2-TZVPD) of a structure of composition C4H6NO.

```
! RIJCOSX wB97M-V def2-TZVPD def2/J DEFGRID3
* xyz 1 1
C 1.1974 0.9344 -1.2050
C -0.9724 1.3543 0.1213
C 0.0906 -0.6121 0.2256
C -0.4154 -1.7113 1.0113
N 0.9609 -0.1671 -0.5031
O -0.2391 1.9391 -0.6251
H 0.8054 0.9511 -2.2215
H 1.9315 1.6351 -0.9403
H -1.8855 1.9201 0.4178
H 0.4870 -2.0323 1.7079
H -1.3111 -1.5172 1.5140
H -0.6492 -2.6939 0.4971
*
```

Computed properties:
HOMO   -14.85 eV
Energy   -7771.690 eV
HOMO-LUMO gap   10.414 eV
LUMO level   -4.43 eV
Energy relative to the best compared isomer or geometry (same formula, charge and spin)   3.207 eV

Results of the Löwdin charge analysis, in e, for atoms 1 through 4: 0.0633, 0.0967, -0.0465, -0.0168

***

5.
The following is a DFT calculation (wB97M-V/def2-TZVPD) of the ion C7H10NO2 with charge -1.

```
! RIJCOSX wB97M-V def2-TZVPD def2/J DEFGRID3
* xyz -1 1
C 0.8271 -1.4643 -0.6189
C 1.9598 -0.9417 0.1038
C -0.2112 -0.6211 -1.0536
C 2.2420 0.4410 0.2361
C -0.5718 0.5624 -0.3947
C -1.1929 1.6553 -1.2664
C -0.7609 -0.1462 1.8594
N 1.3047 1.3300 0.4199
O 1.3871 2.6154 0.3046
O -1.2431 0.6690 0.8556
H 0.8922 -2.4441 -1.1898
H 2.7691 -1.5936 0.2125
H -0.9066 -0.8318 -1.8517
H 3.2844 0.6787 0.2706
H -2.3190 1.6827 -1.2045
H -0.9687 1.4184 -2.3838
H -0.6878 2.6162 -1.0092
H -0.5146 0.4867 2.8130
H 0.1142 -0.6761 1.4637
H -1.7071 -0.9549 2.1085
*
```

Computed properties:
HOMO (alpha / beta)   -2.33 / -2.33 eV
Energy   -13001.686 eV
HOMO-LUMO gap (alpha / beta)   6.396 / 6.397 eV
SMILES   CO\C(C)=C/C=C\C=N\[O-]
LUMO level (alpha / beta)   4.07 / 4.07 eV
Energy relative to the best compared isomer or geometry (same formula, charge and spin)   3.811 eV

Results of the Löwdin charge analysis, in e, for atoms 1 through 4: -0.1524, -0.1686, -0.1439, -0.1922

***

6.
The following is a DFT calculation (wB97M-V/def2-TZVPD) of a cluster of 2 separate species, C3H9NO2S in total.

```
! RIJCOSX wB97M-V def2-TZVPD def2/J DEFGRID3
* xyz 0 1
C -0.1183 2.1719 0.0483
C -1.4697 -0.0963 0.0267
C -1.2490 1.4187 0.1199
N -0.3487 -0.9091 -0.5750
O 3.3611 -0.0517 -1.0697
O 4.2074 -1.1955 1.0217
S 3.1828 0.0018 0.3522
H -0.1472 3.1409 0.2950
H 5.1244 -0.9877 0.7029
H 0.7364 1.7025 -0.4955
H -1.9529 -0.5285 0.9295
H -2.3053 -0.2195 -0.6901
H -2.0601 2.0493 0.4180
H -0.2356 -1.7230 0.0479
H -0.6143 -1.4322 -1.3685
H 2.0680 -0.7220 0.4618
*
```

Computed properties:
HOMO   -9.51 eV
Energy   -19674.130 eV
HOMO-LUMO gap   10.156 eV
LUMO level   0.65 eV
Energy relative to the best compared isomer or geometry (same formula, charge and spin)   4.283 eV

Results of the Löwdin charge analysis, in e, for atoms 1 through 4: 0.0112, -0.2523, -0.1605, -0.0026